C45H46BCl72NO7SSi3 as an isolated structure in a non-equilibrium geometry, computed with ωB97M-V/def2-TZVPD.

Values from the calculation:
Total energy: -36748.7642 Eh
F_max: 0.094 hartree/bohr
Frontier orbital gap: 0.3080 hartree
HOMO energy: -8.8685 eV

Structure (ORCA input):
```
! RIJCOSX wB97M-V def2-TZVPD def2/J DEFGRID3
* xyz 0 1
H -3.6818 2.5127 -1.0598
H -3.7044 4.6079 -3.4337
C 2.9805 -3.6533 -2.8087
H 0.6272 -2.3487 -4.6828
Cl 6.9821 -4.4396 -5.8823
C 2.6429 0.3364 -2.3667
C -4.0047 3.4689 -1.5689
Cl -17.9460 -2.3032 -4.1411
C -2.9476 -0.4021 -3.1148
C -2.3174 1.9774 -4.7906
Cl 0.3158 11.5669 4.0423
Cl 1.6819 -1.0651 8.8887
H 2.1670 -1.4266 -5.1547
Cl -1.7813 10.3351 5.6155
Cl 11.4145 -10.9431 8.1233
Cl -6.6678 6.3479 -3.4009
Cl 0.7134 -2.3895 6.5022
C -0.0392 10.3516 5.2848
Si 1.0128 -0.4246 -3.0636
H -4.3845 -2.0410 0.9462
B 0.1181 -1.2719 -1.5348
H -9.4704 0.7531 -0.9667
H -5.7092 3.8755 -0.1662
O 3.4514 4.5993 -0.0585
H -3.4215 4.3204 -1.0901
Cl -8.1105 8.8553 -3.2541
Cl 6.4578 1.0548 5.3297
Cl 11.0048 -2.0375 2.3378
Cl 11.0250 0.5958 4.8352
H 2.5049 2.6107 -2.5933
Cl 0.4601 8.7529 4.7076
H -5.8795 4.6478 -1.8372
C 7.9142 -3.8762 8.9744
C -6.9018 0.1066 -4.1542
C -5.9522 -1.2883 -0.5532
Cl 8.3458 -7.2439 1.5619
C -5.1345 7.8545 4.3649
Cl 8.1369 -3.4668 -3.4108
Cl 10.2114 -15.8854 5.5382
H -5.7682 -0.2216 -0.2662
C 2.4298 -2.8792 -3.5644
Cl 8.4756 -9.3647 -0.3876
Cl 6.0045 -0.8053 7.5120
Cl 11.0868 -5.2590 10.2698
Cl 3.7420 13.3129 -0.6025
C -6.9476 -1.6215 -1.6116
Cl 12.7558 -3.3048 8.9254
H -7.1922 -0.5462 -5.0257
C -0.3813 4.7582 -8.9225
Cl 6.8106 -7.0781 -0.9424
Cl 6.0478 -8.9518 1.1380
H -4.4810 2.9401 -3.6840
Cl 5.3624 -4.3224 -3.4962
H -1.9506 2.6284 -5.6510
Cl -1.1648 -1.2391 8.3842
C -5.1408 -2.3352 0.1752
Cl 8.1726 -2.2761 2.8910
Cl 7.5617 -4.2280 7.2715
O -1.0777 1.1162 -7.6417
C 1.3344 -1.7161 0.7296
C 2.2566 1.8076 -1.8298
Cl 9.4282 -13.0970 5.4870
C -6.3457 -4.1535 -1.2343
Cl -0.8542 5.2581 -10.5579
Cl 5.9609 11.8155 -1.7106
C 0.4305 -1.0517 7.6324
C -7.5496 1.9743 -0.8907
H -7.1487 1.4392 0.0253
Si -1.1629 0.4446 -4.7281
Cl 3.9144 1.0287 6.7083
Cl 13.5452 -6.0904 8.9840
C 10.1439 0.1774 6.3163
H 0.9661 -2.1936 1.6878
C 0.2348 -0.8091 0.0068
C 6.9995 -4.6298 -4.1190
H 3.3973 0.3780 -3.2020
C -8.6478 1.1109 -1.6507
H -1.6151 -1.8117 -8.3208
H -9.1540 1.7919 -2.4169
Cl 4.6491 -1.1862 4.9865
Cl 0.4927 0.4873 6.7526
Cl 13.6461 -4.5062 11.4071
H -1.5292 3.7352 -3.6681
Cl 9.2793 -3.3938 0.4477
H 1.6430 -2.5603 0.0377
Cl 1.7122 6.3451 1.6784
C 4.7209 11.8421 -0.4415
Cl 6.4993 -3.1137 9.7258
Cl -12.1627 0.8018 -4.7568
H -10.1209 -0.6881 -4.0143
H -1.8816 2.2830 -2.5623
C 7.4167 -8.1459 0.3465
C 9.5775 -3.0749 2.1667
H -7.8655 -3.4507 -2.7103
H -8.0811 2.9002 -0.4847
Cl -4.9234 9.2183 5.4796
O 0.1571 0.9014 -3.7723
Cl 14.1587 -10.0448 8.3589
Si -7.9820 -0.3856 -2.6289
C 5.2576 0.0243 6.1341
C -5.3425 -3.7591 -0.2014
Cl 10.3126 -14.3072 7.9642
Cl 11.2976 -0.3191 7.5709
Cl -5.3861 6.3653 5.2944
H 1.1392 1.7920 -1.6083
Cl -15.7510 -4.1609 -4.4799
O -2.1159 -0.8558 -4.0931
C 1.5345 -1.7929 -4.2887
C 12.7592 -4.7896 9.8966
Cl 9.2241 1.5827 6.8784
C 2.9709 2.2018 -0.4766
H 2.5373 1.6403 0.4123
Cl -0.4485 8.2656 1.5395
Cl -18.4702 -5.0290 -4.9697
C -1.8154 -1.4366 -7.2811
Cl -17.5895 -4.4818 -2.2655
Cl 2.2981 9.1792 1.7236
H -5.8012 0.0251 -3.9252
Cl 5.5044 11.8251 1.1506
C -9.4808 -1.3579 -3.3733
Cl -11.9213 -1.7006 -6.1986
O 0.7386 -0.3346 -7.0590
H -10.0310 -1.8256 -2.5053
O 1.2679 4.1183 -0.0780
Cl 8.2876 -5.3928 9.8251
Cl 9.8392 -4.5997 3.0232
Cl -6.5436 8.1504 3.3289
C 12.5921 -10.1493 9.1859
H 4.0851 2.0580 -0.4628
H 0.7067 3.3825 -0.3965
Cl 0.6799 5.9904 -8.2120
Cl 0.4772 3.2117 -9.0012
H -7.1376 1.1796 -4.4546
N -3.4631 0.0226 -2.1855
C -12.9871 -0.3259 -5.8516
C -5.5586 3.7161 -1.2710
H 3.0267 -0.2468 -1.4671
H -2.8792 -1.0337 -7.2362
C -17.4392 -3.9943 -3.9639
Cl 0.8445 10.7496 6.7711
Cl -6.6273 7.8998 -0.9566
H 2.2677 -1.1304 0.9778
Cl -13.3885 0.5073 -7.3649
H -3.3750 1.6696 -5.0450
H -4.7268 -4.5493 0.3015
C 1.2281 7.9306 1.0589
Cl 9.2957 -2.7745 9.0758
C 2.6300 3.7332 -0.1789
C 9.4269 -14.5848 6.4537
H -1.7873 -2.2845 -6.5277
Cl -14.4750 -0.9110 -5.0859
S -0.6864 -0.0402 -6.7991
H -6.4722 -5.2425 -1.5055
Cl -3.6844 7.6844 3.3576
H -9.0332 -2.1738 -4.0146
Cl 12.0258 -8.5171 9.5831
Cl 3.6783 10.4180 -0.6000
Cl -1.8334 4.5791 -7.9172
H 3.3759 -4.3983 -2.0731
C -7.1295 -3.0980 -1.9292
H -0.4904 -2.8342 -2.6129
Cl 9.0142 -1.1446 5.9732
Cl 7.7554 -15.0476 6.8243
Cl 12.7728 -11.0931 10.6774
H -6.9448 2.8642 -2.8022
C -6.6552 7.9893 -2.7279
C -3.6682 3.5123 -3.1261
H -5.6953 1.7006 -2.1803
Cl 1.3456 7.9345 -0.7122
C -6.4184 2.5136 -1.8581
H 0.4956 0.2844 0.1381
H -0.8001 -0.9769 0.4566
Cl 7.5119 -6.2890 -3.7335
O -0.7067 -2.4210 -1.7587
Cl -5.2146 8.8507 -3.2994
C -2.2299 2.8668 -3.4627
*
```

Mulliken atomic charge list, values in e, 8 entries: 0.248, 0.385, -0.315, 0.277, -0.110, -0.692, -0.821, -0.102



C45H47BrF4N5PTc as an isolated structure in a non-equilibrium geometry, computed with ωB97M-V/def2-TZVPD.

Values from the calculation:
Total energy: -5411.8220 Eh
F_max: 0.040 hartree/bohr
⟨S²⟩: 1.097
Frontier orbital gap (spin up / spin down): 0.2382 / 0.2265 hartree
HOMO energy (spin up / spin down): -13.1131 / -13.1158 eV

Structure (ORCA input):
```
! RIJCOSX wB97M-V def2-TZVPD def2/J DEFGRID3
* xyz 2 2
H 1.0414 4.9981 -2.4374
H 1.5263 3.8408 3.1361
H 5.8427 -3.2432 -0.3714
C -0.5885 -2.0835 3.8113
Tc 0.1893 0.0909 -0.4926
H -0.7934 -2.7555 -1.6851
H 3.7140 -4.4267 0.0063
H -0.1009 4.2245 -5.1909
C 2.7671 2.4862 -1.3059
C -0.1241 -0.8327 -5.6302
H 2.6188 -1.6622 2.0212
F -3.4620 -0.6215 4.3476
C -1.7160 -4.2138 3.8242
H 0.7865 -3.4391 1.5076
C -2.1152 3.8620 -3.3728
C 0.4056 -3.1375 0.5214
C -3.6934 1.6215 1.5229
N 1.9736 0.8103 0.4487
N 1.2525 -0.9437 -1.6909
H -2.1817 -2.1528 -0.7356
H -2.2927 4.7038 -4.0433
N -0.1046 1.7280 -1.5442
F -5.4976 3.0108 0.9112
H -2.3983 1.0243 -2.5755
C 3.6630 1.2065 1.9861
H -2.6356 4.0543 -2.4323
H -0.2558 2.4803 -4.9241
H -0.1171 1.8285 6.5455
C 4.9022 -1.4878 -1.1793
N 1.2627 -3.5414 -0.5682
C -0.6884 1.0430 4.6365
H -3.3245 -4.4274 2.4149
H 5.8316 -0.9620 -1.3595
H -0.5821 -3.5769 0.4003
H 2.1414 3.3810 -1.2516
H 2.3818 1.8414 -2.0932
C -0.5966 3.7321 -3.1605
C 0.8509 -1.0081 -3.0434
C 0.1094 3.4143 -4.4918
C 3.6954 -0.8959 -1.5079
H -3.0860 -2.1511 1.5169
H 4.6093 2.8326 0.8740
C 1.2872 -4.9937 -0.7340
C 3.8348 2.0839 0.9805
H 0.3039 2.2940 1.6513
P -1.4048 0.0408 2.0789
H 3.6781 0.0863 -1.9733
C 0.7910 2.9242 4.9346
H -1.8474 -5.2021 4.2468
C 1.6959 -1.2638 -4.1141
C 2.8076 1.8113 0.0114
H 4.2554 1.0912 2.8834
C -0.7284 -3.3721 4.3155
H 0.2971 -5.3314 -1.0438
C 2.4923 -1.5557 -1.2869
H 1.9951 -5.2641 -1.5145
C -2.4101 -2.4930 2.2976
C -1.4438 -1.6282 2.8132
C 1.2048 -1.1615 -5.4099
H -1.3155 0.2747 5.0726
C -0.9889 -0.6597 -4.5518
C 3.7088 -3.4288 -0.4171
H 3.7743 2.8127 -1.5648
C 2.5243 0.3992 1.6293
H 2.3396 -0.6493 3.4422
C 2.0878 -0.7754 2.3890
C -0.3247 2.6051 -2.2433
H -0.5014 5.2528 -1.5868
H 1.0256 -0.9578 2.2953
H 1.3162 3.6067 5.5931
F -6.9613 2.0769 2.9527
C -0.5011 -0.7611 -3.2650
H 2.7341 -1.5139 -3.9335
H -3.1526 0.0105 -1.3423
C 4.9060 -2.7637 -0.6315
C -1.6925 -2.1428 -1.7097
H -2.3782 -2.5535 -2.4550
H 1.8696 -1.3241 -6.2491
H 1.5522 -5.5282 0.1871
H -0.2775 5.8539 -3.2360
C -2.5519 -3.7752 2.8030
C 2.4830 -2.8393 -0.7329
F -5.9111 0.2492 4.6415
H -0.5034 -0.7405 -6.6411
C -3.9130 0.2343 3.4302
C -4.9783 2.0915 1.7140
C -2.5958 0.0012 -2.2733
C -5.7435 1.6212 2.7616
Br -2.7070 2.4760 0.1534
C -0.0142 1.9236 5.4703
N -1.3340 -0.7368 -2.0648
H -2.0358 -0.4561 -4.7442
H 1.1909 3.3435 -4.3616
H -2.5351 2.9685 -3.8388
C 0.2336 2.1728 2.7223
C -0.0419 5.0356 -2.5542
H -0.0760 -3.7073 5.1129
C 0.9086 3.0547 3.5580
C -0.5558 1.1520 3.2520
H 0.1700 -1.4348 4.2290
H -3.2123 -0.4856 -3.0314
C -3.1251 0.6484 2.3655
H 0.2868 -2.0430 0.5490
C -5.2030 0.6934 3.6221
*
```

Mulliken atomic charge list, values in e, 8 entries: 0.411, 0.526, 0.446, -0.265, 0.010, 0.333, 0.533, 0.459



C45H47IrN2P2S as an isolated structure in a non-equilibrium geometry, computed with ωB97M-V/def2-TZVPD.

Values from the calculation:
Total energy: -3037.5441 Eh
F_max: 0.069 hartree/bohr
⟨S²⟩: 0.757
Frontier orbital gap (spin up / spin down): 0.1812 / 0.1839 hartree
HOMO energy (spin up / spin down): -8.7883 / -8.8177 eV

Structure (ORCA input):
```
! RIJCOSX wB97M-V def2-TZVPD def2/J DEFGRID3
* xyz 1 2
C 2.3727 -1.8985 -0.0851
C 4.2609 -0.9591 1.8797
H -2.9349 -3.9921 2.0624
H -4.3177 -2.3280 3.2645
H -0.8019 -2.7030 2.6347
C 2.6601 1.1637 -1.1857
C 2.8020 2.1844 1.9313
H -4.2772 0.0629 -2.1248
C 1.5623 0.5826 3.7965
C 1.7071 1.4178 1.5419
H -5.3243 4.6387 0.5354
C -3.8829 -1.0373 -3.8803
H 0.6449 -2.1209 3.4975
C 0.9634 3.2597 -0.4849
C -4.2507 -0.9045 1.6581
H -1.5734 3.0691 -5.9696
H -1.0776 -0.3305 4.4398
C 1.3985 -2.3571 -0.9853
C -2.5927 3.6786 2.2683
C 1.0768 0.6093 2.4924
H -1.0994 2.3174 1.5490
C -1.4966 0.0242 3.5000
C 5.8824 -1.3082 0.0343
H 3.3060 2.8029 1.2040
C -1.6381 2.8463 -4.9169
H -0.9110 0.8389 -5.1214
C -2.1435 3.5601 -2.6759
C -2.7696 -1.4368 -1.7593
C 3.2717 2.1548 3.2319
C -2.5720 2.7144 0.0469
H 3.4634 1.8266 -0.8687
H -1.7633 -3.6637 -4.1695
H -2.4517 -0.4701 3.3375
C -3.7878 -0.6229 0.3911
H 2.9861 0.1306 -1.1011
H 5.5196 -0.4249 -0.4874
H 0.2204 3.6853 0.1837
H 4.1316 2.7422 3.5126
C 1.7737 -3.3475 -1.9253
H 0.7290 -2.5386 1.7716
H -1.0511 0.3404 -2.7188
H 4.9899 -3.7663 -1.1182
C -2.2823 -2.8212 -3.7359
P 1.1322 1.4531 -0.2060
H -2.2888 4.8153 -4.3851
H -4.5888 -0.4747 -4.4682
S 0.4277 -3.7886 -2.9225
C 4.7521 -1.9619 0.8392
H 4.4653 -3.6653 2.1376
P -0.4006 -0.4001 2.0858
C -3.7934 3.3643 -0.2121
C -2.9779 -1.5468 -0.3216
H 3.3259 -4.5997 -2.7065
H 5.0652 -0.7385 2.5755
H -4.2277 4.9930 2.7182
H -4.2842 3.2088 -1.1615
C -1.8459 2.2710 -2.1762
H 2.4237 1.3631 -2.2301
H 6.0523 -2.9017 2.2856
H -4.1108 0.2927 -0.0784
H -1.6620 1.0976 3.5544
H -4.8912 -0.1904 2.1549
C -1.8656 -2.3456 -2.4594
H 6.6851 -1.0044 0.6995
C 5.2758 -3.1953 1.5850
C 3.6610 -2.4025 -0.1184
H 3.4243 -1.3572 2.4471
H 3.0254 1.3054 5.1783
H 6.2955 -1.9894 -0.7027
C -1.3566 1.3149 -3.0950
N 0.1071 -1.9554 -1.0575
C 0.1038 -2.1048 2.5501
C -0.5714 -2.6128 -2.0299
C -3.1438 -3.0330 1.6082
N -1.9164 1.9302 -0.8660
C -3.7762 4.3468 1.9830
C -2.0492 3.8268 -4.0230
H 3.9600 -0.0251 1.4170
H -3.5379 -2.5142 -5.4144
H 5.6958 -3.9312 0.9074
Ir -0.8933 -0.0379 -0.2913
C -3.6748 -0.7170 -2.5638
C -2.0177 2.8500 1.3319
C -4.3823 4.1586 0.7495
H -2.1145 3.8126 3.2272
C -2.6733 -2.7654 0.3427
H -2.4112 4.3529 -1.9927
C -1.2725 1.5928 -4.4379
H -2.1273 -3.5299 -0.1884
C 3.9883 -3.3719 -1.0774
C 3.0580 -3.8498 -1.9780
C 2.6539 1.3433 4.1671
H 0.6486 3.4311 -1.5129
C -3.2563 -2.1766 -4.4307
H 1.9202 3.7492 -0.3179
H 2.0814 -1.1369 0.6222
C -3.9384 -2.1083 2.2786
H 1.0986 -0.0610 4.5278
*
```

Mulliken atomic charge list, values in e, 8 entries: -0.315, -1.600, 0.463, 0.409, 0.449, -1.000, -1.122, 0.323



An isolated ion of composition C45H47N4OSi and charge +1 in a non-equilibrium geometry, computed with ωB97M-V/def2-TZVPD.

Values from the calculation:
Total energy: -2326.4997 Eh
Relative energy (zero: lowest compared OMol25 entry of this formula, charge and spin): 0.0 kJ/mol
F_max: 0.052 hartree/bohr
Frontier orbital gap: 0.2920 hartree
HOMO energy: -10.6181 eV

Structure (ORCA input):
```
! RIJCOSX wB97M-V def2-TZVPD def2/J DEFGRID3
* xyz 1 1
C 0.3539 -2.9137 4.3896
O 4.2214 -4.2603 2.6937
C -2.8243 -0.5345 2.8707
C 1.2928 1.2018 -0.9674
C 0.7525 -3.5322 3.0419
H 1.9002 -5.2643 5.1024
C -2.6192 1.7509 2.1028
H 1.2246 -2.4059 4.8320
H -4.9129 1.0240 -0.9510
C -0.7135 -1.3691 1.1291
H -4.4280 5.3803 -0.9151
H 0.0307 -3.7156 5.0689
H 2.7871 2.4221 1.8426
H 1.2772 -6.2201 3.7374
C -4.0510 1.2194 3.9895
H -2.0700 6.4798 -4.3692
H -2.5288 -1.5875 2.8095
H -0.9014 4.2985 -4.2629
H -1.2953 -3.7748 2.3774
C -3.7184 -0.6365 -0.3413
H 2.8008 1.6662 -5.6505
H 2.9754 0.5408 0.2030
C -1.0657 1.5936 -5.2649
C 2.1862 1.2890 0.1018
C 3.0946 -3.7714 2.6460
H 2.7218 -3.1952 -0.0568
H -0.6037 -5.2247 3.1455
H -4.0527 -0.8559 4.6251
C 0.2555 3.2950 -0.2643
C 2.0454 -5.5012 4.0385
C -1.4500 -0.0925 0.7644
H 4.3209 -2.6507 -1.8196
H -1.4549 -0.3029 -2.4451
H -3.4650 0.0319 -3.3782
H -1.2281 -2.3059 0.8856
C 5.5709 -2.0650 1.2918
N 1.2133 -2.5314 2.0560
H 3.0249 -1.6105 2.5539
H 1.7780 1.9407 -3.4136
H 2.6898 -1.4438 0.0858
C -2.3351 5.7693 -3.5844
H -1.8675 -1.2508 -0.7768
C 1.1371 3.3553 0.8202
C -3.3212 6.0819 -2.6417
C 1.1342 1.7898 -4.2842
H 8.4266 -2.0782 -0.5913
H 6.7463 -2.5297 -2.3904
C -5.0062 1.6377 4.9894
C -1.9861 3.5963 -2.5221
C 2.0965 2.3566 1.0033
H -0.4660 -2.1952 4.2607
H -2.1322 2.4974 1.4646
C -1.9988 0.4735 -1.8765
H 1.3641 0.3694 -1.6787
C 0.3124 2.1955 -1.1319
C -3.6838 -0.1252 3.8940
C 4.6356 -2.3056 0.2768
H -0.7415 0.7073 0.5123
C 2.6694 -2.4757 1.9594
C -2.3324 0.3871 1.9382
H 1.0714 4.1951 1.5100
C -4.4277 0.1596 -1.4216
C 1.7123 1.6508 -5.5527
H -3.8244 7.0477 -2.6814
C 3.1449 -2.3499 0.5154
C -3.4048 0.6178 -2.4528
H 5.2396 -1.9686 2.3267
H 1.3580 1.4060 -7.6729
H 7.6520 -1.7686 1.7681
H -5.2098 -0.4496 -1.8854
C 0.5119 -1.3967 1.6957
C -0.2603 1.7604 -4.1208
N 1.9667 -4.3268 3.1979
C -1.6730 4.5344 -3.5232
H 3.0299 -5.9452 3.9066
C -3.0010 3.9128 -1.5967
C 0.9038 1.5021 -6.6829
C 6.9316 -1.9727 0.9728
H -4.1106 -0.4213 0.6539
H -1.1269 1.3626 -7.4179
H -0.1075 -4.7700 1.4909
H -2.1568 1.5737 -5.1732
H 1.0622 -0.4543 1.8501
C 6.4244 -2.3964 -1.3583
H -0.4669 4.0960 -0.4379
H -3.6921 3.2247 3.2810
C 7.3642 -2.1453 -0.3476
H -3.2834 3.1943 -0.8176
N -2.2334 -0.3392 -0.4709
N -5.7844 1.9803 5.7946
Si -1.0088 1.9926 -2.4077
H -3.6393 1.6490 -2.7479
H -3.8090 -1.7184 -0.4895
C -0.3911 -4.3807 2.4761
C 5.0695 -2.4659 -1.0440
C -3.4741 2.1606 3.1286
C -0.4884 1.4730 -6.5384
C -3.6552 5.1507 -1.6530
*
```

Mulliken atomic charge list, values in e, 8 entries: -1.554, -0.691, 0.331, 0.098, 0.516, 0.303, 0.380, 0.390